No. 1
{"formula": "C35H55F13INO6PS", "method": "ωB97M-V/def2-TZVPD", "max_force_ev_per_a": 7.29, "homo_energy_ev": -9.45, "charge": 1, "symbols": ["C", "C", "I", "C", "C", "C", "C", "C", "O", "C", "C", "C", "C", "C", "C", "C", "O", "C", "C", "C", "O", "O", "O", "C", "C", "C", "C", "F", "F", "C", "F", "F", "C", "F", "F", "C", "F", "F", "S", "F", "F", "F", "F", "F", "P", "C", "C", "H", "H", "H", "H", "H", "H", "H", "H", "H", "H", "H", "H", "H", "H", "H", "H", "H", "H", "H", "H", "H", "H", "H", "H", "H", "H", "H", "H", "H", "H", "H", "H", "H", "H", "H", "H", "H", "C", "C", "C", "C", "C", "C", "N", "O", "C", "C", "C", "H", "H", "H", "H", "H", "H", "H", "H", "H", "H", "H", "H", "H", "H", "H", "H", "H", "H"], "coordinates": [[-1.278255, -2.748847, 4.968119], [-2.207525, -1.976799, 3.948744], [-3.640866, -0.872262, 5.150693], [-2.857452, -3.054845, 2.998464], [-3.066518, -2.558214, 1.517775], [-4.207003, -1.494401, 1.425165], [-5.587554, -1.969226, 2.022473], [-5.951262, -3.462514, 1.618895], [-6.579380, -1.139044, 1.395629], [-7.706479, -0.905068, 2.244907], [-8.398338, 0.394027, 1.706205], [-8.597325, 1.550430, 2.542181], [-9.213569, 2.721855, 1.939182], [-9.572601, 2.686550, 0.552888], [-9.395229, 1.527710, -0.292984], [-8.789249, 0.360508, 0.302904], [-1.841235, -2.048054, 0.934386], [-1.321184, -3.032217, 0.016656], [0.063544, -2.645066, -0.597380], [0.234584, -1.058625, -0.640721], [1.608081, -0.817891, -0.997283], [1.955035, 0.465447, -0.596990], [1.209825, -3.325652, -0.103098], [1.215300, -3.610959, 1.287691], [1.197173, -2.328104, 2.210712], [2.101932, -2.556630, 3.479098], [3.133154, -1.385284, 3.715553], [4.101281, -1.930229, 4.552115], [3.771278, -1.120469, 2.516777], [2.467103, -0.134755, 4.386292], [1.161679, 0.062478, 4.025354], [2.428350, -0.413492, 5.739486], [3.341907, 1.211173, 4.277287], [4.643614, 0.817103, 4.312933], [3.097353, 1.884864, 5.447967], [2.916665, 2.072299, 3.038547], [1.766706, 2.715979, 3.399536], [2.568095, 1.333681, 1.945527], [4.128625, 3.393934, 2.462070], [5.229938, 2.299721, 2.003540], [3.494601, 3.314199, 0.937470], [3.032331, 4.573532, 2.755418], [4.764506, 3.603404, 3.922574], [5.128204, 4.545237, 1.906128], [-0.050906, -3.187713, -2.435277], [1.619965, -3.046686, -3.248816], [-1.367591, -2.224063, -3.344357], [-0.716611, -2.032990, 5.626218], [-1.892386, -3.380313, 5.663956], [-0.597732, -3.449058, 4.427876], [-1.645076, -1.221293, 3.352785], [-3.814318, -3.379379, 3.476268], [-2.185100, -3.955113, 2.985388], [-3.374139, -3.446686, 0.902720], [-3.897164, -0.518429, 1.883686], [-4.406123, -1.271325, 0.342829], [-5.599625, -1.886515, 3.139620], [-6.928394, -3.694274, 2.118588], [-5.157038, -4.197388, 1.874366], [-6.173265, -3.429473, 0.518645], [-8.433704, -1.764019, 2.170230], [-7.456996, -0.793170, 3.328479], [-8.261989, 1.502184, 3.595481], [-9.343870, 3.607817, 2.594587], [-10.025276, 3.587331, 0.089433], [-9.673673, 1.510335, -1.362997], [-8.599161, -0.558302, -0.296187], [-1.362204, -4.073909, 0.434071], [-2.055540, -3.045022, -0.841801], [-0.486732, -0.565466, -1.334092], [0.056797, -0.594982, 0.369166], [2.890101, 0.385554, -0.333604], [0.468503, -4.388357, 1.612359], [2.209649, -4.093951, 1.495235], [1.526259, -1.407521, 1.679625], [0.169291, -2.107768, 2.601070], [2.713061, -3.487931, 3.467798], [1.501214, -2.597961, 4.427356], [2.360967, -3.432801, -2.496453], [1.933995, -1.994368, -3.471358], [1.717385, -3.722031, -4.133673], [-2.400183, -2.368240, -2.963048], [-1.329725, -2.561925, -4.415102], [-1.078336, -1.133815, -3.380893], [3.052313, 2.965388, -2.810928], [4.323261, 2.259183, -3.333930], [5.572166, 3.149526, -3.139447], [5.695520, 4.280697, -4.153347], [5.609334, 3.739247, -5.578094], [4.332013, 2.906901, -5.826057], [4.131779, 1.859300, -4.765333], [4.901239, 0.937430, -5.001482], [3.120084, 3.867471, -5.898967], [4.389681, 2.299839, -7.242674], [4.456564, 1.059267, -2.375886], [2.714591, 3.806035, -3.408794], [2.215207, 2.264464, -2.751695], [3.217048, 3.360169, -1.807073], [6.473827, 2.529245, -3.209704], [5.573630, 3.566370, -2.130833], [4.930671, 5.038210, -3.973698], [6.658751, 4.780949, -4.018138], [5.647242, 4.569793, -6.286670], [6.496264, 3.127550, -5.780634], [2.175623, 3.321777, -5.843967], [3.117605, 4.415654, -6.841184], [3.124831, 4.636503, -5.129440], [5.274024, 1.681687, -7.402950], [4.426764, 3.087637, -7.994019], [3.503346, 1.693582, -7.443690], [3.624651, 0.361469, -2.496911], [4.449594, 1.401194, -1.340503], [5.388207, 0.506993, -2.513012]], "forces_ev_per_a": [[-0.4102, 0.4696, 0.3386], [0.8344, -1.3483, -0.0012], [0.2755, -0.0843, -0.3462], [0.2666, 0.4983, 0.0001], [-1.0350, -0.1757, 0.5201], [-0.1470, 0.0469, -0.3502], [0.5575, -1.1388, -0.8829], [-0.4654, 1.1581, -0.0638], [0.3426, 0.0242, 1.6084], [-1.3504, 0.7890, -0.4557], [-0.1874, 0.0008, -0.4683], [-0.5404, -0.3416, -2.3636], [0.7675, -1.7603, -0.2149], [0.0161, -0.4192, 0.0417], [1.0256, -0.5912, 2.2340], [-0.3665, 1.6491, 0.9415], [-0.0520, -1.0339, 0.3427], [-0.7149, 0.2703, -1.0448], [-0.3127, 1.6804, -1.3198], [0.0282, 0.0430, 1.9752], [-0.6595, -1.7358, -0.7586], [0.2329, 1.8013, 0.4636], [-0.9106, 0.1406, 0.4060], [1.2110, 0.1943, 1.1407], [-0.4633, -0.3791, 0.8887], [0.0066, 1.0424, 0.6343], [-0.3580, -2.8778, -0.5507], [-0.7631, 1.2864, -0.5790], [-0.4493, 0.5613, 1.0015], [0.3446, 0.2587, 1.4279], [1.3535, -0.1929, -0.2556], [0.0645, 0.0702, -1.4024], [-0.3350, -1.1800, 1.5277], [-0.9081, 0.6364, -0.5469], [0.2824, -0.0086, -1.6947], [-2.0527, 0.2513, -0.1761], [1.2623, -0.7858, -0.0723], [0.9772, 0.1311, 1.4189], [0.3964, 2.9211, -1.6872], [-0.9110, 0.4947, 0.9221], [0.5373, -0.0576, 1.0921], [1.3725, -1.0773, -0.0379], [-0.5511, -0.7214, -1.1928], [-0.7416, -1.0639, 0.5404], [-0.5860, -2.9328, -0.0183], [0.6659, 0.8143, 0.5310], [1.2117, 1.3907, -0.5989], [-0.3240, -0.6683, -0.7158], [0.3861, 0.5523, -0.7237], [-0.3293, 0.6757, 0.3178], [-0.4492, -0.5207, 0.5807], [0.6746, 0.1320, -0.6619], [-0.4717, 0.7787, -0.0094], [0.1144, 0.7500, 0.5904], [-0.2304, -0.8792, -0.2186], [0.2268, -0.2289, 0.8453], [-0.0425, 0.2094, -0.9254], [0.9940, -0.1262, -0.3193], [-0.7907, 0.3836, -0.1737], [0.4593, -0.2918, 0.8963], [0.6153, 0.6820, 0.0411], [0.1770, 0.0186, -0.8064], [-0.3404, 0.2381, -0.7621], [-0.0723, -0.5693, -0.8671], [0.3510, -0.6528, 0.4676], [0.1129, 0.2168, 0.8654], [-0.1820, 0.8439, 0.5928], [0.4750, 0.9256, -0.2403], [0.6721, -0.1670, 0.6577], [0.5538, -0.5095, 0.2607], [0.1791, -0.4318, -0.8801], [-0.5522, -0.4002, 0.0743], [0.3028, 0.9081, -0.4645], [-0.8525, 0.3622, -0.5926], [-0.0544, -0.9082, 0.1020], [0.8239, -0.2228, -0.6619], [-0.3762, 0.7034, -0.2613], [0.4341, -0.0540, -0.8965], [-0.8121, 0.3207, -0.5153], [-0.2047, -0.8281, -0.1032], [-0.4323, 0.7093, 0.6413], [0.8571, 0.0554, -0.0923], [-0.0497, 0.0442, 1.0351], [-0.7270, -0.7879, 0.0446], [-0.4178, 0.4101, -0.3415], [-2.8979, 0.4148, 3.7366], [0.8466, 0.4053, -1.2039], [-0.1334, -0.0825, -0.0355], [0.7110, -0.2668, 1.1729], [-2.7138, 2.1904, -3.0079], [7.2932, -0.0810, 0.0584], [-2.4623, -0.5588, -0.2087], [-0.2737, 0.1827, 0.4797], [0.4323, -0.9047, 0.3173], [0.5063, -0.7938, -0.8306], [0.1333, 0.0321, -0.0595], [0.1595, -0.0291, 0.0501], [0.1551, -0.2160, -0.0593], [-0.1889, -0.1959, -0.0731], [-0.4345, -0.2920, 0.0263], [-0.0149, 0.0057, -0.0303], [-0.0751, -0.0402, -0.0005], [-0.4214, -0.2432, -0.1385], [-0.1593, -0.1731, -0.0061], [0.0466, 0.0328, 0.0155], [0.1903, -0.2469, -0.0182], [-0.0200, -0.1274, 0.0721], [-0.0776, -0.0590, 0.1143], [-0.0571, 0.1343, 0.3083], [0.0347, 0.0349, 0.0265], [0.0376, 0.0720, -0.0534], [-0.0312, 0.3657, -0.2359], [-0.0445, 0.0481, -0.1112]], "lowdin_charge": [-0.20, -0.74, 0.86, -0.18, -0.33, -0.08, -0.38, -0.03, -0.15, -0.17, -0.17, -0.03, -0.08, -0.10, -0.07, -0.03, -0.14, -0.17, -0.52, -0.14, -0.18, -0.06, -0.15, -0.16, -0.11, -0.06, -0.37, 0.09, 0.09, -0.29, 0.14, 0.12, -0.32, 0.14, 0.14, -0.37, 0.12, 0.10, 0.90, -0.14, -0.19, -0.15, -0.11, -0.14, 0.95, -0.30, -0.30, 0.07, 0.08, 0.06, 0.07, 0.10, 0.12, 0.13, 0.12, 0.13, 0.07, 0.08, 0.07, 0.10, 0.13, 0.12, 0.10, 0.10, 0.10, 0.10, 0.11, 0.14, 0.11, 0.12, 0.12, 0.08, 0.13, 0.13, 0.10, 0.09, 0.13, 0.11, 0.04, 0.02, 0.04, 0.04, 0.05, 0.03, 0.00, -0.42, -0.10, -0.15, -0.10, -0.44, 0.10, 0.22, -0.02, -0.02, -0.01, 0.07, 0.10, 0.10, 0.14, 0.14, 0.12, 0.13, 0.15, 0.14, 0.11, 0.10, 0.07, 0.09, 0.10, 0.11, 0.09, 0.09, 0.10]}


No. 2
{"formula": "C4H9NO2", "method": "ωB97M-V/def2-TZVPD", "max_force_ev_per_a": 1.30, "homo_energy_ev": [-6.60, -6.61], "e_above_lowest_kj_mol": 614.77, "symbols": ["C", "C", "N", "C", "O", "O", "C", "H", "H", "H", "H", "H", "H", "H", "H", "H"], "coordinates": [[1.465033, 1.904130, 1.313232], [0.950816, 1.148847, 0.161736], [0.632105, -0.114455, 0.227471], [-0.321523, -0.446711, -0.899200], [-1.196944, 0.347448, -1.097636], [-0.518192, -1.795957, -0.891774], [-1.877207, -2.107260, -0.508800], [2.056269, 1.340237, 2.037012], [1.958049, 2.834774, 1.033251], [0.521115, 2.184422, 1.810033], [0.483344, 1.667430, -0.667337], [1.292250, 0.436949, -2.004258], [1.189038, -0.823744, 0.667075], [-1.921261, -3.188435, -0.369624], [-2.099483, -1.602757, 0.439004], [-2.613409, -1.784918, -1.250185]], "forces_ev_per_a": [[0.2721, 0.1771, 0.0935], [-0.4258, -0.7236, 0.4434], [-0.0659, 1.2056, -0.4773], [-0.1662, -0.4421, 0.6893], [-0.0357, 0.1202, -0.2751], [0.3362, 0.3662, -0.2250], [-0.1584, -0.1042, 0.0146], [-0.0015, -0.0172, -0.2184], [0.0359, -0.1513, -0.0599], [0.1635, 0.0589, 0.0126], [0.0999, 0.0440, 0.0219], [-0.3564, -0.3273, 0.0300], [-0.1002, -0.1894, 0.2138], [0.1084, 0.1733, -0.1106], [-0.0094, -0.1317, -0.1534], [0.3034, -0.0583, 0.0008]], "lowdin_charge": [-0.03, -0.17, 0.09, -0.63, 0.06, -0.08, -0.05, 0.09, 0.09, 0.11, 0.07, 0.01, 0.16, 0.09, 0.10, 0.09]}


Question: Which formula does entry 2 have?
Answer: C4H9NO2